The following is a DFT calculation (wB97M-V/def2-TZVPD) of a molecular structure, C5H7NO.

The energy above the lowest of the compared OMol25 structures with the same formula, charge and spin is 61.3 kcal/mol. For the total energy, the calculation gives -8833.5438 eV.

Last column: Löwdin charge in e.
CARTESIAN COORDINATES (ANGSTROEM)
O 0.99164 2.12830 0.29178  0.09
N -0.30448 1.20297 -1.39155  0.06
C 0.54872 -0.29469 0.17190  -0.26
C -0.35511 -0.93080 -0.85501  -0.12
C 0.20173 -0.50156 1.64352  -0.05
C 0.48336 1.17643 -0.25181  -0.44
C -0.78136 -0.02733 -1.83351  -0.12
H -1.63697 -0.53933 -1.04670  0.17
H 1.57634 -0.64133 -0.00835  0.16
H 0.84896 0.11992 2.26764  0.08
H -0.83556 -0.21811 1.84487  0.09
H 0.33235 -1.54645 1.94046  0.08
H -0.53029 -2.00090 -0.93046  0.12
H -0.53933 2.07286 -1.84279  0.14

Cartesian forces (eV/Å) of the 2 atoms listed first:
O -0.13 -0.24 -0.12
N -0.01 0.16 -0.07